1.
Formula: C4H3NO2
Source: the Open Molecules 2025 dataset
Level of theory: the ωB97M-V functional and the def2-TZVPD basis

Geometry as ORCA input:
```
! RIJCOSX wB97M-V def2-TZVPD def2/J DEFGRID3
* xyz 0 1
O 2.004 0.387 1.299
C 0.872 -0.004 0.867
C 0.560 -1.236 -0.019
C -0.452 -1.048 -0.838
C -0.887 0.294 -0.677
O -1.812 0.725 -1.316
N -0.275 0.716 0.586
H 1.516 -1.733 0.179
H -0.872 -1.718 -1.536
H -0.807 1.502 1.375
*
```

**SMILES string**: O=C1C=CC(=O)N1
**Calculated total energy**: -9778.9256 eV

2.
Formula: C16H26MnN6O
Source: the Open Molecules 2025 dataset
Level of theory: the ωB97M-V functional and the def2-TZVPD basis

Geometry as ORCA input:
```
! RIJCOSX wB97M-V def2-TZVPD def2/J DEFGRID3
* xyz 4 2
Mn -1.238 -0.058 -0.462
C -2.811 -1.988 0.171
C -1.991 -2.736 -0.916
N -1.305 -1.692 -1.733
C 0.067 -1.854 -2.295
C 0.444 -0.453 -2.727
C 1.169 -0.068 -3.834
C 1.272 1.295 -4.123
C 0.605 2.240 -3.341
C -0.118 1.801 -2.251
C -1.047 2.598 -1.356
N -2.207 1.685 -1.129
C -3.158 1.843 0.007
C -3.298 0.459 0.695
N -3.098 -0.607 -0.309
N -0.133 0.488 -1.952
H -2.227 -1.917 1.094
H -3.721 -2.538 0.425
H -2.632 -3.352 -1.548
H -1.262 -3.393 -0.444
H -1.910 -1.479 -2.529
H 0.085 -2.549 -3.138
H 0.734 -2.242 -1.524
H 1.624 -0.811 -4.478
H 1.828 1.618 -4.997
H 0.631 3.293 -3.594
H -1.343 3.539 -1.823
H -0.578 2.839 -0.397
H -2.733 1.654 -2.002
H -4.129 2.193 -0.347
H -2.798 2.578 0.728
H -4.264 0.386 1.207
H -2.537 0.332 1.490
H -3.845 -0.611 -1.006
N 0.318 -0.186 0.725
C 1.166 -0.318 1.540
N 2.100 -0.454 2.391
C 1.890 -0.583 3.843
C 2.826 0.350 4.618
O 4.098 0.540 4.070
C 4.426 0.327 2.728
C 3.503 -0.618 1.953
H 2.098 -1.622 4.118
H 0.856 -0.367 4.103
H 2.973 -0.041 5.628
H 2.348 1.330 4.772
H 5.445 -0.068 2.710
H 4.495 1.299 2.213
H 3.792 -1.657 2.138
H 3.588 -0.424 0.886
*
```

**Calculated total energy**: -59274.8849 eV

3.
Formula: C11H17Cl2NO2PPr
Source: the Open Molecules 2025 dataset
Level of theory: the ωB97M-V functional and the def2-TZVPD basis

Geometry as ORCA input:
```
! RIJCOSX wB97M-V def2-TZVPD def2/J DEFGRID3
* xyz 2 3
C 0.536 -2.701 -1.045
C -0.603 -1.988 -0.575
H 0.060 -3.535 -1.591
H 1.185 -3.025 -0.190
H 1.177 -2.111 -1.757
O -1.730 -1.987 -0.138
Cl 3.076 -0.459 -0.102
Pr 0.684 0.492 0.437
P 0.174 1.109 -2.456
C -1.481 1.674 -2.898
C 1.302 2.532 -2.522
H 1.753 -0.495 -3.295
H 0.717 0.352 -4.560
H 0.037 -1.019 -3.537
C 0.740 -0.172 -3.595
H 2.180 2.364 -1.873
H 1.597 2.626 -3.574
H -1.364 1.985 -3.944
H -1.766 2.504 -2.232
H 0.777 3.418 -2.135
H -2.189 0.841 -2.770
C -2.145 0.911 0.136
O -3.245 1.212 0.304
Cl 0.652 3.030 0.676
C -0.272 -0.956 5.077
C -0.613 0.337 4.658
C -0.520 0.633 3.302
N -0.135 -0.356 2.459
C 0.254 -1.602 2.826
C 0.167 -1.935 4.172
H -0.346 -1.209 6.125
H -0.951 1.126 5.320
H -0.738 1.610 2.840
H 0.589 -2.261 2.012
H 0.440 -2.945 4.447
*
```

**Calculated total energy**: -65655.0696 eV

4.
Formula: C55H57CoN3O3PSSi
Source: the Open Molecules 2025 dataset
Level of theory: the ωB97M-V functional and the def2-TZVPD basis

Geometry as ORCA input:
```
! RIJCOSX wB97M-V def2-TZVPD def2/J DEFGRID3
* xyz 1 2
Co 0.107 -0.336 0.445
C 0.279 3.032 2.849
C -0.607 1.871 3.297
C -1.868 1.723 2.444
C 0.179 0.557 3.389
C 1.207 0.558 4.522
O 2.456 0.255 3.868
C 2.204 0.087 2.558
N 0.993 0.241 2.189
C 3.436 -0.259 1.777
C 4.626 -0.228 2.513
C 5.839 -0.573 1.947
C 5.884 -0.974 0.624
C 4.715 -1.006 -0.115
C 3.481 -0.641 0.426
P 2.032 -0.675 -0.709
C 2.379 0.648 -1.927
C 1.357 0.908 -2.845
C 1.526 1.848 -3.850
C 2.721 2.556 -3.947
C 3.731 2.325 -3.026
C 3.559 1.379 -2.015
C 2.387 -2.181 -1.691
C 2.534 -2.198 -3.075
C 2.823 -3.391 -3.734
C 2.984 -4.567 -3.017
C 2.850 -4.552 -1.634
C 2.552 -3.367 -0.981
H -0.311 3.946 2.758
H 0.734 2.818 1.881
H 1.086 3.234 3.559
H -0.931 2.071 4.325
H -1.651 1.344 1.444
H -2.373 2.685 2.320
H -2.580 1.038 2.914
H -0.534 -0.254 3.523
H 1.027 -0.204 5.276
H 1.303 1.527 5.009
H 4.592 0.058 3.553
H 6.741 -0.539 2.546
H 6.821 -1.267 0.167
H 4.757 -1.331 -1.148
H 0.415 0.373 -2.760
H 0.726 2.030 -4.560
H 2.860 3.286 -4.737
H 4.662 2.877 -3.090
H 4.363 1.213 -1.310
H 2.424 -1.291 -3.655
H 2.931 -3.393 -4.812
H 3.223 -5.489 -3.532
H 2.981 -5.463 -1.059
H 2.471 -3.362 0.098
C -4.646 -3.447 2.561
C -4.058 -4.263 1.603
C -2.770 -3.987 1.150
C -2.046 -2.892 1.635
C -2.654 -2.102 2.616
C -3.936 -2.369 3.077
Si -0.312 -2.572 0.974
C 0.836 -3.501 2.152
C 1.276 -4.800 1.853
C 2.103 -5.504 2.720
C 2.507 -4.926 3.918
C 2.064 -3.653 4.251
C 1.236 -2.958 3.377
H -5.647 -3.660 2.917
H -4.598 -5.117 1.210
H -2.320 -4.643 0.409
H -2.129 -1.246 3.021
H -4.384 -1.737 3.837
H -0.286 -3.376 -0.280
H 0.969 -5.267 0.921
H 2.430 -6.506 2.464
H 3.153 -5.472 4.594
H 2.362 -3.203 5.192
H 0.880 -1.976 3.668
O -1.750 -0.459 -0.559
S -3.201 -0.914 -0.602
C -4.043 0.382 -1.505
C -4.307 1.581 -0.625
C -3.801 2.826 -0.979
C -4.095 3.949 -0.214
C -4.876 3.832 0.927
C -5.370 2.587 1.299
C -5.092 1.471 0.524
C -3.208 -2.201 -1.887
C -2.718 -1.736 -3.226
C -3.603 -1.482 -4.269
C -3.138 -0.998 -5.486
C -1.781 -0.766 -5.669
C -0.888 -1.033 -4.637
C -1.353 -1.518 -3.422
H -4.976 -0.073 -1.854
H -3.419 0.621 -2.366
H -3.202 2.918 -1.881
H -3.731 4.925 -0.518
H -5.109 4.709 1.520
H -5.986 2.488 2.185
H -5.494 0.503 0.810
H -4.224 -2.603 -1.896
H -2.541 -2.949 -1.458
H -4.663 -1.671 -4.131
H -3.836 -0.813 -6.294
H -1.419 -0.391 -6.619
H 0.176 -0.883 -4.787
H -0.661 -1.750 -2.618
N -0.009 1.614 -0.293
C 0.209 2.730 -0.490
N 0.454 4.008 -0.685
C 1.817 4.504 -0.930
C 1.981 5.811 -0.187
O 0.958 6.728 -0.541
C -0.325 6.238 -0.191
C -0.631 4.965 -0.945
H 1.963 4.653 -2.001
H 2.533 3.764 -0.581
H 2.929 6.272 -0.455
H 1.966 5.631 0.894
H -1.047 7.011 -0.447
H -0.372 6.048 0.887
H -0.680 5.170 -2.017
H -1.572 4.531 -0.616
*
```

**Calculated total energy**: -134197.3062 eV

5.
Formula: C48H31CdF4N5PSSb
Source: the Open Molecules 2025 dataset
Level of theory: the ωB97M-V functional and the def2-TZVPD basis

Geometry as ORCA input:
```
! RIJCOSX wB97M-V def2-TZVPD def2/J DEFGRID3
* xyz 2 1
Cd 0.759 -1.651 0.749
N 0.362 -2.436 3.254
C -0.649 -3.441 3.447
C -1.027 -3.838 4.721
C -1.961 -4.849 4.891
C -2.512 -5.493 3.792
C -2.163 -5.083 2.517
C -1.252 -4.041 2.336
P -1.076 -3.320 0.696
C -2.564 -2.313 0.448
C -3.415 -1.999 1.504
C -4.486 -1.138 1.298
C -4.718 -0.605 0.038
C -3.873 -0.924 -1.020
C -2.790 -1.762 -0.814
C -1.086 -4.626 -0.540
C 0.123 -5.247 -0.854
C 0.147 -6.298 -1.755
C -1.034 -6.726 -2.348
C -2.238 -6.108 -2.041
C -2.269 -5.059 -1.134
H 1.258 -2.900 3.110
H 0.481 -1.878 4.092
H -0.571 -3.373 5.586
H -2.242 -5.149 5.891
H -3.216 -6.302 3.929
H -2.609 -5.561 1.653
H -3.250 -2.423 2.486
H -5.148 -0.901 2.119
H -5.570 0.043 -0.124
H -4.067 -0.532 -2.010
H -2.135 -2.006 -1.644
H 1.048 -4.914 -0.395
H 1.083 -6.782 -1.996
H -1.015 -7.545 -3.055
H -3.155 -6.444 -2.504
H -3.212 -4.583 -0.893
S 3.101 -1.210 1.210
Sb 3.401 0.841 0.149
C 2.233 2.299 1.097
C 1.976 3.511 0.458
C 1.220 4.476 1.110
C 0.735 4.235 2.389
C 1.009 3.032 3.028
C 1.759 2.060 2.382
C 2.797 0.657 -1.843
C 1.642 1.282 -2.304
C 1.243 1.095 -3.621
C 1.995 0.293 -4.467
C 3.143 -0.337 -4.002
C 3.547 -0.162 -2.687
C 5.433 1.289 0.234
C 6.102 1.174 1.449
C 7.449 1.495 1.509
C 8.112 1.925 0.366
C 7.438 2.038 -0.841
C 6.089 1.721 -0.914
H 2.373 3.721 -0.528
H 1.028 5.424 0.625
H 0.153 4.993 2.898
H 0.640 2.856 4.030
H 1.966 1.117 2.877
H 1.051 1.908 -1.646
H 0.349 1.581 -3.989
H 1.687 0.157 -5.495
H 3.725 -0.964 -4.663
H 4.440 -0.661 -2.330
H 5.591 0.833 2.341
H 7.981 1.409 2.446
H 9.164 2.173 0.419
H 7.959 2.374 -1.726
H 5.565 1.814 -1.858
F -1.101 1.725 -1.504
C -1.898 2.782 -1.348
C -2.231 3.503 -2.428
F -1.771 3.121 -3.605
C -3.071 4.688 -2.349
C -3.497 5.030 -1.000
C -3.153 4.304 0.077
F -3.571 4.685 1.273
C -2.342 3.110 -0.013
C -2.014 2.361 1.082
C -1.228 1.170 1.015
N -0.537 0.256 1.023
C -2.415 2.651 2.428
N -2.723 2.775 3.527
F -4.242 6.100 -0.833
C -3.420 5.417 -3.442
C -4.253 6.583 -3.388
N -4.925 7.513 -3.424
C -2.991 5.095 -4.773
N -2.672 4.887 -5.855
*
```

**Calculated total energy**: -99809.1640 eV

6.
Formula: C3H5NOS
Source: the Open Molecules 2025 dataset
Level of theory: the ωB97M-V functional and the def2-TZVPD basis

Geometry as ORCA input:
```
! RIJCOSX wB97M-V def2-TZVPD def2/J DEFGRID3
* xyz 0 1
C -2.901 -0.713 -0.080
C -2.058 0.292 0.008
O -0.718 -0.006 0.120
C 0.156 1.035 0.037
N 1.387 0.968 -0.074
S 2.080 -0.626 -0.015
H -2.733 -1.809 -0.030
H -3.949 -0.507 -0.115
H -2.337 1.371 0.062
H -0.377 1.968 -0.087
H 0.963 -1.413 0.181
*
```

**SMILES string**: C=CO/C=N\S
**Calculated total energy**: -17562.8412 eV

| no. | strongest force on any atom (eV/Å) |
| --- | --- |
| 1 | 6.77 |
| 2 | 2.31 |
| 3 | 8.34 |
| 4 | 0.97 |
| 5 | 0.59 |
| 6 | 2.13 |